# 1
A cluster of 2 separate species, C4H11NO in total. Source: the Open Molecules 2025 dataset; level of theory: ωB97M-V/def2-TZVPD.

ORCA input file:
```
! wB97M-V def2-TZVPD RIJCOSX def2/J DEFGRID3
* xyz 0 1
C -0.454 -0.452 1.188
C 0.397 0.532 0.453
C 1.739 0.856 1.035
C 0.193 0.948 -0.818
N -0.735 0.567 -1.827
H -0.119 -1.447 0.915
H -1.518 -0.370 0.932
H -0.543 -0.245 2.257
H 2.095 1.794 0.603
H 2.543 0.157 0.780
H 1.664 0.984 2.119
H 0.644 1.890 -1.133
H -1.076 -0.371 -1.963
H -1.435 1.290 -1.901
O -1.078 -2.345 -1.146
H -1.781 -2.227 -0.503
H -0.534 -1.559 -0.991
*
```

Its LUMO energy is 0.82 eV. For the energy above the lowest of the compared OMol25 structures with the same formula, charge and spin, the calculation gives 43.0 kcal/mol. The largest force on an atom is 0.0282 hartree/bohr. The SMILES is CC(C)=CN.O. The HOMO-LUMO gap comes out at 9.113 eV.

***

# 2
A cluster of 4 separate species, C2H13NO3S in total. Source: the Open Molecules 2025 dataset; level of theory: ωB97M-V/def2-TZVPD.

ORCA input file:
```
! wB97M-V def2-TZVPD RIJCOSX def2/J DEFGRID3
* xyz -1 2
C -0.084 -0.181 0.011
C -0.111 1.331 0.408
S -0.801 2.463 -0.789
N 0.417 -0.919 1.167
H 0.548 -0.084 -0.872
H -1.102 -0.523 -0.203
H 0.937 1.598 0.640
H -0.710 1.332 1.315
H 0.339 3.028 -1.263
H 0.496 -1.920 0.990
H -0.298 -0.886 1.897
H 0.772 -4.821 -0.053
H -0.819 -4.427 -0.078
O -0.104 -4.963 -0.430
H 3.923 1.969 -2.623
H 3.354 1.017 -1.560
O 3.364 1.935 -1.856
H -3.073 0.704 1.466
H -3.402 2.136 0.972
O -3.645 1.212 0.859
*
```

Its LUMO energy (alpha / beta) is 2.87 / 2.79 eV. As for the expectation value of S²: 0.75. For the energy above the lowest of the compared OMol25 structures with the same formula, charge and spin, the calculation gives 10.4 kcal/mol. The largest force on an atom is 0.0344 hartree/bohr. The HOMO-LUMO gap (alpha / beta) comes out at 2.175 / 8.575 eV.

***

# 3
A cluster of 12 separate species, C60H144N18O24P6 in total. Source: the Open Molecules 2025 dataset; level of theory: ωB97M-V/def2-TZVPD.

ORCA input file:
```
! wB97M-V def2-TZVPD RIJCOSX def2/J DEFGRID3
* xyz 0 1
C -7.455 6.899 0.018
N -6.444 5.941 -0.415
C -6.884 4.863 -1.280
P -4.873 6.297 0.010
O -4.780 7.258 1.143
N -4.242 4.772 0.317
C -4.981 3.947 1.256
C -2.803 4.505 0.214
N -4.116 6.815 -1.430
C -4.061 5.921 -2.561
C -3.845 8.219 -1.686
H -7.418 7.124 1.084
H -8.449 6.483 -0.148
H -7.319 7.825 -0.549
H -7.345 4.027 -0.738
H -6.048 4.331 -1.734
H -7.558 5.273 -2.032
H -5.100 4.572 2.150
H -5.950 3.616 0.879
H -4.452 3.047 1.576
H -2.358 4.759 1.186
H -2.662 3.444 0.013
H -2.318 5.192 -0.479
H -3.743 4.904 -2.335
H -4.962 5.902 -3.183
H -3.304 6.334 -3.240
H -4.311 8.862 -0.940
H -4.190 8.543 -2.669
H -2.768 8.399 -1.613
C 2.524 -0.553 -4.746
N 3.573 -0.560 -5.724
C 4.047 -1.821 -6.279
P 4.525 0.796 -6.026
O 5.579 0.750 -7.051
N 3.385 2.032 -6.330
C 3.866 3.402 -6.407
C 2.312 1.739 -7.263
N 5.189 1.228 -4.541
C 6.550 0.860 -4.167
C 4.396 1.730 -3.410
H 1.671 -1.125 -5.131
H 2.120 0.404 -4.433
H 2.797 -1.038 -3.798
H 3.351 -2.633 -6.060
H 5.004 -2.121 -5.844
H 4.121 -1.741 -7.362
H 3.107 4.158 -6.602
H 4.308 3.620 -5.431
H 4.652 3.527 -7.161
H 2.689 1.502 -8.268
H 1.787 0.834 -6.942
H 1.567 2.527 -7.372
H 6.596 -0.232 -4.158
H 7.260 1.195 -4.928
H 6.880 1.356 -3.258
H 3.368 1.939 -3.702
H 4.742 2.699 -3.039
H 4.370 1.018 -2.582
C 6.528 -0.253 5.658
N 7.022 -0.913 4.455
C 6.365 -2.189 4.208
P 7.794 -0.206 3.129
O 8.408 -1.134 2.162
N 6.664 0.850 2.491
C 6.092 1.956 3.274
C 6.324 0.827 1.067
N 8.954 0.801 3.863
C 9.462 1.995 3.211
C 9.841 0.237 4.865
H 7.185 0.473 6.136
H 6.422 -1.011 6.437
H 5.549 0.157 5.390
H 6.059 -2.741 5.097
H 6.943 -2.863 3.577
H 5.422 -2.024 3.671
H 6.222 2.880 2.705
H 5.078 1.783 3.626
H 6.708 2.127 4.161
H 6.131 -0.218 0.822
H 5.414 1.391 0.882
H 7.131 1.233 0.451
H 10.290 1.756 2.539
H 8.642 2.407 2.620
H 9.739 2.733 3.966
H 10.844 0.053 4.456
H 9.417 -0.640 5.341
H 10.071 1.025 5.594
C 1.900 -4.111 -1.004
N 1.610 -5.490 -1.387
C 0.387 -6.078 -0.844
P 2.588 -6.503 -2.292
O 1.953 -7.789 -2.677
N 3.177 -5.632 -3.604
C 2.315 -5.627 -4.820
C 3.988 -4.436 -3.477
N 3.922 -6.666 -1.278
C 3.673 -7.095 0.106
C 5.172 -7.169 -1.858
H 1.095 -3.645 -0.439
H 2.063 -3.473 -1.872
H 2.753 -4.122 -0.317
H 0.554 -6.797 -0.035
H -0.189 -6.593 -1.615
H -0.215 -5.252 -0.463
H 1.488 -4.951 -4.590
H 2.971 -5.273 -5.612
H 1.936 -6.617 -5.058
H 4.816 -4.415 -4.193
H 3.425 -3.517 -3.675
H 4.446 -4.381 -2.490
H 3.452 -6.181 0.663
H 2.827 -7.783 0.157
H 4.584 -7.527 0.512
H 5.296 -6.839 -2.883
H 5.175 -8.266 -1.812
H 5.957 -6.850 -1.167
C -11.007 0.105 0.862
N -9.600 -0.185 1.129
C -9.250 -1.515 1.609
P -8.465 1.075 1.147
O -8.991 2.335 0.548
N -8.156 1.158 2.823
C -9.278 1.482 3.712
C -6.887 1.680 3.310
N -7.037 0.564 0.423
C -6.140 -0.452 0.955
C -6.712 0.977 -0.919
H -11.392 0.884 1.524
H -11.593 -0.809 0.896
H -11.080 0.532 -0.141
H -8.241 -1.785 1.301
H -9.974 -2.244 1.250
H -9.225 -1.613 2.702
H -9.037 2.409 4.234
H -10.175 1.575 3.105
H -9.432 0.716 4.476
H -6.074 1.227 2.746
H -6.796 2.771 3.234
H -6.806 1.394 4.361
H -6.172 -1.365 0.350
H -5.152 0.004 0.837
H -6.305 -0.680 2.003
H -5.734 1.474 -0.939
H -7.423 1.714 -1.294
H -6.695 0.195 -1.685
C 2.992 -0.990 0.552
N 1.726 -0.564 1.121
C 1.782 0.142 2.402
P 0.434 -0.334 0.047
O 0.470 -1.334 -1.043
N -0.949 -0.399 0.997
C -2.181 0.039 0.361
C -1.104 -1.592 1.817
N 0.574 1.293 -0.394
C 0.357 2.372 0.540
C 1.494 1.583 -1.472
H 2.852 -1.551 -0.370
H 3.480 -1.633 1.287
H 3.618 -0.111 0.358
H 0.800 0.231 2.869
H 2.321 1.088 2.369
H 2.275 -0.494 3.146
H -2.181 1.120 0.194
H -2.264 -0.358 -0.657
H -3.092 -0.222 0.894
H -1.559 -2.460 1.325
H -0.132 -1.771 2.273
H -1.825 -1.401 2.620
H -0.455 2.130 1.229
H 1.224 2.504 1.195
H 0.046 3.304 0.064
H 1.346 2.608 -1.812
H 1.450 0.911 -2.329
H 2.529 1.449 -1.125
C -2.369 -2.774 -2.072
C -1.884 -3.445 -3.349
C -1.972 -4.974 -3.408
O -2.870 -5.232 -4.487
C -3.305 -4.100 -5.029
O -4.084 -3.998 -5.924
O -2.763 -3.039 -4.387
H -3.409 -3.060 -1.904
H -2.370 -1.692 -2.177
H -1.707 -3.028 -1.243
H -0.857 -3.169 -3.603
H -2.439 -5.313 -2.480
H -0.992 -5.434 -3.506
C -0.384 -5.749 2.780
C 0.334 -4.833 3.750
C 1.246 -5.346 4.868
O 2.343 -4.413 4.818
C 2.256 -3.623 3.715
O 3.120 -2.865 3.404
O 1.157 -3.936 3.045
H 0.372 -6.442 2.399
H -0.875 -5.225 1.963
H -1.128 -6.395 3.249
H -0.388 -4.145 4.216
H 1.585 -6.354 4.620
H 0.721 -5.328 5.818
C -0.304 2.254 -4.555
C 0.022 3.723 -4.669
C -0.872 4.577 -3.739
O 0.033 5.265 -2.913
C 1.310 4.871 -3.163
O 2.237 5.409 -2.644
O 1.333 3.882 -4.057
H -0.390 1.843 -3.549
H 0.550 1.715 -4.974
H -1.198 1.978 -5.116
H 0.040 4.098 -5.689
H -1.611 3.989 -3.190
H -1.469 5.292 -4.310
C 4.302 6.495 0.240
C 3.435 5.262 0.444
C 4.067 3.940 0.041
O 3.857 3.115 1.196
C 3.361 3.846 2.189
O 3.149 3.391 3.291
O 3.327 5.126 1.896
H 5.143 6.526 0.936
H 3.763 7.419 0.452
H 4.725 6.575 -0.762
H 2.457 5.382 -0.022
H 5.140 4.044 -0.132
H 3.590 3.561 -0.861
C -3.488 -4.670 4.614
C -4.449 -5.108 3.519
C -4.361 -4.195 2.283
O -4.122 -5.085 1.198
C -3.936 -6.341 1.655
O -3.808 -7.290 0.954
O -4.057 -6.383 2.999
H -3.725 -3.645 4.908
H -2.456 -4.561 4.272
H -3.489 -5.424 5.399
H -5.489 -5.131 3.840
H -3.574 -3.437 2.337
H -5.260 -3.640 2.009
C -0.666 0.535 5.778
C -2.050 1.079 5.409
C -2.046 1.790 4.071
O -3.214 1.217 3.450
C -3.560 0.077 4.065
O -4.309 -0.706 3.560
O -2.947 -0.031 5.258
H 0.134 1.268 5.848
H -0.393 -0.249 5.066
H -0.718 -0.026 6.714
H -2.480 1.704 6.193
H -1.189 1.584 3.427
H -2.316 2.844 4.119
*
```

Its LUMO energy is -0.02 eV. For the energy above the lowest of the compared OMol25 structures with the same formula, charge and spin, the calculation gives 0.0 kcal/mol. The largest force on an atom is 0.0559 hartree/bohr. The SMILES is CN(C)P(=O)(N(C)C)N(C)C.CN(C)P(=O)(N(C)C)N(C)C.CN(C)P(=O)(N(C)C)N(C)C.CN(C)P(=O)(N(C)C)N(C)C.CN(C)P(=O)(N(C)C)N(C)C.CN(C)P(=O)(N(C)C)N(C)C.C[C@H]1COC(=O)O1.C[C@H]1COC(=O)O1.C[C@H]1COC(=O)O1.C[C@H]1COC(=O)O1.C[C@H]1COC(=O)O1.C[C@H]1COC(=O)O1. The HOMO-LUMO gap comes out at 8.243 eV.

***

largest force on an atom of number 1 (C4H11NO)? 0.0282 hartree/bohr